Entry 1:
# C33H24AsAuBrF5N6O4S2

A molecular structure, C33H24AsAuBrF5N6O4S2 (ωB97M-V/def2-TZVPD, the Open Molecules 2025 dataset).

Its energy above the lowest of the compared OMol25 structures with the same formula, charge and spin is 10.48 kcal per mole. The value obtained for the HOMO-LUMO gap is 4.37 eV. As for the multiplicity: 1.

The geometry in XYZ format:
```
77
Properties=species:S:1:pos:R:3:lowdin_charge:R:1
Au 0.1259 0.6499 0.1264 1.04
Br -1.7336 -0.8264 -7.3398 0.76
C -3.1218 -0.3789 -6.1403 -0.70
C -3.9134 0.7284 -6.3946 -0.12
C -4.9252 1.0539 -5.5042 -0.03
C -5.1100 0.3070 -4.3506 -0.28
C -4.3378 -0.8297 -4.1278 -0.02
C -3.3424 -1.1760 -5.0249 -0.11
N -6.2080 0.6899 -3.4978 0.08
N -6.1357 0.6773 -2.2603 0.08
C -4.9030 0.4812 -1.5463 -0.24
C -4.9483 -0.4217 -0.5140 -0.01
C -3.8084 -0.7737 0.2258 0.01
C -2.5962 -0.1772 -0.0408 -0.36
O -1.5072 -0.4309 0.6686 -0.29
C -2.5379 0.7793 -1.0942 -0.14
N -1.3042 1.3120 -1.3730 0.02
C -1.1843 2.2198 -2.3142 -0.10
C -2.3017 2.7589 -2.9701 -0.01
C -3.5421 2.2621 -2.6928 0.02
C -3.6865 1.1687 -1.8074 -0.10
H -3.7480 1.3239 -7.2814 0.10
H -5.5671 1.9067 -5.6883 0.12
H -4.5152 -1.4479 -3.2582 0.12
H -2.7382 -2.0571 -4.8577 0.11
H -5.8946 -0.9076 -0.3101 0.12
H -3.8606 -1.5190 1.0084 0.12
H -0.1850 2.5495 -2.5591 0.11
H -2.1627 3.5634 -3.6776 0.12
H -4.4209 2.7098 -3.1357 0.12
C -0.3013 3.5766 2.5743 -0.23
As -0.5499 1.7697 3.1636 0.78
C -2.4135 1.3675 2.9866 -0.23
C -0.2146 1.7779 5.0556 -0.24
S 0.8463 0.3744 2.3405 0.36
H -0.6624 4.2362 3.3624 0.05
H -0.8515 3.7479 1.6527 0.03
H 0.7595 3.7474 2.4031 0.04
H -2.9331 1.9819 3.7219 0.05
H -2.5716 0.3108 3.1882 0.05
H -2.7636 1.5995 1.9838 0.03
H -0.8648 2.5080 5.5345 0.05
H 0.8288 2.0293 5.2344 0.05
H -0.4170 0.7849 5.4534 0.05
F 0.5203 3.7451 -0.5610 0.05
C 1.7003 3.0889 -0.5757 -0.25
C 1.7632 1.7468 -0.2463 -0.21
C 3.0267 1.1745 -0.2021 -0.26
F 3.1824 -0.0981 0.1645 0.08
C 4.1704 1.8940 -0.5082 -0.14
F 5.3636 1.3170 -0.4536 0.15
C 4.0667 3.2262 -0.8703 -0.13
F 5.1537 3.9243 -1.1700 0.15
C 2.8236 3.8302 -0.9002 -0.15
F 2.7117 5.1162 -1.2297 0.13
O 2.3807 -9.0817 -2.4289 -0.36
S 3.2401 -8.2137 -1.6459 0.39
O 2.6564 -7.7254 -0.4110 -0.37
O 4.6255 -8.6250 -1.5510 -0.36
C 3.3205 -6.7342 -2.6954 -0.33
N 3.9180 -6.8403 -3.8932 0.13
C 3.9269 -5.7589 -4.6488 -0.12
C 3.3595 -4.5499 -4.2586 0.00
C 2.7752 -4.5437 -3.0081 -0.23
N 2.7551 -5.6239 -2.2367 0.15
C 2.1099 -3.3534 -2.4016 -0.11
C 2.0351 -2.1095 -3.0222 0.00
C 1.3977 -1.0711 -2.3746 -0.14
N 0.8405 -1.2073 -1.1681 -0.04
C 0.9080 -2.4004 -0.5694 -0.11
C 1.5262 -3.4891 -1.1445 0.03
H 4.4070 -5.8520 -5.6183 0.11
H 3.3869 -3.6876 -4.9094 0.10
H 2.4680 -1.9384 -3.9980 0.11
H 1.3243 -0.0915 -2.8345 0.10
H 0.4360 -2.4726 0.4037 0.11
H 1.5729 -4.4482 -0.6449 0.13
```

***

Entry 2:
# CH6SSi

2 unconnected molecules or ions with the total composition CH6SSi at a distorted geometry (ωB97M-V/def2-TZVPD, the Open Molecules 2025 dataset).

The structure (SMILES) is C=[SiH2].S. Its energy above the lowest of the compared OMol25 structures with the same formula, charge and spin is 76.79 kcal per mole. The value obtained for the HOMO-LUMO gap is 8.15 eV. As for the multiplicity: 1.

The geometry in XYZ format:
```
9
Properties=species:S:1:pos:R:3:lowdin_charge:R:1
C 0.2050 -0.3784 1.0674 -0.38
Si 1.4438 -0.1739 -0.2637 0.75
H -0.4180 0.4685 1.4676 -0.02
H 0.6846 -0.8484 1.9531 -0.04
H 2.4222 -1.2168 -0.5906 -0.11
H 1.4629 0.9120 -1.1459 -0.14
S -2.8697 -0.5122 -0.1154 0.46
H -1.6414 -0.5610 0.4082 -0.33
H -3.3982 -1.2869 0.8606 -0.21
```

***

Entry 3:
# C25H44Cl4HoN3O6Si

A molecular structure, C25H44Cl4HoN3O6Si at a distorted geometry (ωB97M-V/def2-TZVPD, the Open Molecules 2025 dataset).

Its energy above the lowest of the compared OMol25 structures with the same formula, charge and spin is 0.00 kcal per mole. The value obtained for the HOMO-LUMO gap (spin up / spin down) is 8.72 / 8.73 eV. As for the multiplicity: 5.

The geometry in XYZ format:
```
84
Properties=species:S:1:pos:R:3:lowdin_charge:R:1
C -1.3946 -0.5662 -3.6796 -0.03
C -0.8870 -1.7984 -2.9875 -0.23
H -1.2293 -0.6266 -4.7619 0.06
H -0.8813 0.3263 -3.2866 0.08
H -2.4759 -0.4226 -3.5078 0.09
C -0.3581 -2.8651 -3.6088 -0.12
C -0.1469 -3.0227 -5.0727 -0.10
H -0.0944 -3.7494 -3.0263 0.10
H -0.2531 -2.0942 -5.6389 0.06
H -0.8415 -3.7612 -5.4937 0.08
H 0.8635 -3.4063 -5.2547 0.07
Ho 0.4581 0.6035 0.6201 1.33
Cl 0.8923 2.6193 -0.8035 0.04
C -0.1347 -2.1337 2.3150 -0.27
O 0.7040 -1.2474 2.0108 -0.13
N 0.1502 -3.1853 3.0807 -0.15
C 1.5058 -3.4045 3.5649 -0.02
C -0.8509 -4.1889 3.4175 -0.03
H -1.1802 -2.0894 1.9571 0.11
H 2.0973 -2.5077 3.3736 0.09
H 1.9561 -4.2718 3.0619 0.10
H 1.4583 -3.6177 4.6383 0.09
H -1.8365 -3.8496 3.0797 0.09
H -0.8604 -4.3394 4.5049 0.09
H -0.6177 -5.1461 2.9309 0.08
H 0.9528 3.2730 5.7780 0.09
H -0.9748 4.6753 5.3024 0.09
C 1.3182 3.3587 4.7518 -0.01
C -0.6810 4.7778 4.2515 -0.03
N 0.1965 3.6743 3.8756 -0.17
H 1.7599 2.4206 4.4150 0.09
C 0.0581 3.0179 2.7306 -0.26
O 0.8190 2.0703 2.3956 -0.16
H -1.5741 4.7598 3.6182 0.09
H -0.7759 3.3463 2.0849 0.14
H 2.0671 4.1588 4.7115 0.10
H -0.1790 5.7470 4.1263 0.10
H 1.4343 -0.3569 -2.9145 0.08
H 2.5876 -2.9755 -2.7477 0.08
C 2.4619 -0.1043 -2.6148 -0.02
C 3.4409 -2.3744 -2.3963 -0.04
N 2.9851 -1.1543 -1.7431 -0.16
H 2.4542 0.8607 -2.1008 0.04
C 3.0505 -1.0398 -0.4128 -0.28
O 2.6286 -0.0529 0.2336 -0.16
H 4.0219 -2.9653 -1.6770 0.09
H 3.5197 -1.9072 0.0867 0.15
H 3.0884 -0.0715 -3.5141 0.10
H 4.0636 -2.1171 -3.2622 0.09
O -0.0864 -0.8138 -0.9680 -0.34
C -0.9699 -1.7392 -1.4641 -0.40
C 0.4228 -3.6777 -0.5749 -0.05
C -0.8299 -3.1097 -0.7862 -0.19
H 1.3112 -3.0930 -0.8338 0.10
C 0.5257 -4.9878 -0.0978 -0.08
H -2.0054 -1.4105 -1.2661 0.13
C -1.9771 -3.8299 -0.4580 -0.07
H 1.5106 -5.4600 -0.0299 0.10
C -0.6261 -5.6953 0.2575 -0.12
C -1.8826 -5.0994 0.1085 -0.09
H -2.9393 -3.3727 -0.6888 0.09
H -0.5491 -6.7214 0.6314 0.10
H -2.7968 -5.6249 0.3983 0.11
Si -0.1688 5.4508 -1.9782 0.09
Cl -0.5421 3.8983 -3.3465 0.25
C 1.6762 5.6769 -1.6364 -0.24
C -1.3216 5.3047 -0.5129 -0.23
C -0.6211 7.0065 -2.9612 -0.24
H 2.1936 4.7315 -1.4203 -0.04
H 1.8467 6.3568 -0.7858 0.03
H 2.1463 6.1388 -2.5190 0.03
H 0.1037 7.1370 -3.7764 0.02
H -0.6142 7.9187 -2.3465 0.03
H -1.6200 6.8900 -3.4008 0.02
H -1.2142 4.3461 0.0084 -0.02
H -2.3642 5.3826 -0.8544 0.04
H -1.1647 6.1135 0.2172 0.03
Cl -4.6547 1.1245 1.2756 0.62
C -3.7699 -0.1315 2.1277 -0.99
Cl -3.8094 -1.7239 1.3162 0.65
C -2.2738 0.2616 2.2604 -0.77
O -1.7872 0.0276 3.3753 0.02
O -1.7029 0.7191 1.2028 -0.20
H -4.2117 -0.2706 3.1147 0.06
```